[1]
{
  "formula": "C4H12N2O",
  "method": "ωB97M-V with the def2-TZVPD basis set",
  "smiles": "NCC[C@@H](N)CO",
  "relative_energy_kj_mol": 209.5,
  "e_homo_ev": -8.872,
  "gap_ev": 9.57,
  "elements": ["N", "C", "C", "C", "N", "C", "O", "H", "H", "H", "H", "H", "H", "H", "H", "H", "H", "H", "H"],
  "positions_angstrom": [[-2.60, -0.41, 0.30], [-1.49, 0.19, 1.25], [-0.08, -0.22, 1.05], [0.39, -0.36, -0.44], [-0.26, 0.67, -1.20], [1.96, -0.33, -0.50], [2.41, -0.06, -1.78], [-3.53, -0.08, 0.64], [-2.42, -0.12, -0.62], [-1.33, 1.29, 1.18], [-1.93, -0.14, 2.21], [0.56, 0.39, 1.62], [-0.02, -1.19, 1.61], [0.04, -1.37, -0.73], [0.10, 0.64, -2.17], [0.22, 1.49, -0.86], [2.38, -1.27, -0.14], [2.32, 0.50, 0.21], [3.29, 0.38, -1.65]]
}

---

[2]
{
  "formula": "C16H48O8",
  "method": "ωB97M-V with the def2-TZVPD basis set",
  "relative_energy_kj_mol": 2530.7,
  "e_homo_ev": -6.690,
  "gap_ev": 6.67,
  "elements": ["C", "C", "O", "H", "H", "H", "H", "H", "H", "C", "C", "O", "H", "H", "H", "H", "H", "H", "C", "C", "O", "H", "H", "H", "H", "H", "H", "C", "C", "O", "H", "H", "H", "H", "H", "H", "C", "C", "O", "H", "H", "H", "H", "H", "H", "C", "C", "O", "H", "H", "H", "H", "H", "H", "C", "C", "O", "H", "H", "H", "H", "H", "H", "C", "C", "O", "H", "H", "H", "H", "H", "H"],
  "positions_angstrom": [[0.80, -10.53, 11.41], [1.74, -10.20, 10.27], [2.84, -9.48, 10.91], [1.31, -11.09, 12.19], [-0.01, -11.14, 10.99], [0.43, -9.68, 11.99], [1.13, -9.62, 9.56], [2.12, -10.95, 9.58], [3.50, -10.12, 11.19], [1.45, -12.91, 12.99], [2.87, -13.54, 13.14], [3.02, -14.18, 11.88], [1.10, -12.50, 13.94], [0.80, -13.75, 12.72], [1.56, -12.06, 12.32], [2.92, -14.26, 13.95], [3.69, -12.83, 13.29], [3.61, -14.92, 12.05], [2.23, -15.94, 11.32], [3.32, -16.75, 11.99], [4.11, -15.82, 12.61], [1.82, -16.56, 10.53], [2.57, -15.00, 10.88], [1.35, -15.65, 11.89], [3.96, -17.30, 11.29], [2.78, -17.32, 12.75], [4.99, -16.18, 12.74], [0.11, -13.40, 10.66], [1.31, -13.76, 9.80], [2.43, -13.01, 10.36], [-0.06, -12.33, 10.75], [0.13, -13.86, 11.65], [-0.78, -13.72, 10.11], [1.25, -13.38, 8.78], [1.45, -14.83, 9.66], [2.59, -13.52, 11.15], [-1.56, -13.64, 12.27], [-2.43, -14.75, 12.86], [-3.84, -14.42, 12.87], [-0.51, -13.86, 12.43], [-1.82, -12.76, 12.86], [-1.85, -13.46, 11.24], [-2.07, -15.08, 13.83], [-2.33, -15.57, 12.15], [-4.06, -14.51, 11.94], [4.93, -13.93, 10.16], [4.76, -12.54, 9.52], [3.63, -11.82, 10.00], [5.75, -14.48, 9.72], [4.07, -14.57, 9.95], [4.97, -13.90, 11.25], [4.84, -12.56, 8.43], [5.66, -11.99, 9.78], [2.85, -12.30, 9.70], [0.64, -14.36, 6.60], [-0.45, -15.19, 7.39], [-0.44, -14.92, 8.76], [0.27, -13.34, 6.51], [0.88, -14.71, 5.59], [1.65, -14.39, 6.99], [-0.37, -16.27, 7.32], [-1.47, -14.95, 7.07], [-1.20, -14.35, 8.92], [2.01, -11.52, 7.45], [3.49, -11.18, 7.82], [3.69, -10.03, 7.13], [1.76, -11.72, 6.41], [1.39, -10.72, 7.85], [1.67, -12.49, 7.82], [4.22, -11.92, 7.49], [3.57, -11.02, 8.90], [4.64, -9.90, 7.08]]
}

---

[3]
{
  "formula": "C4H11NOS",
  "method": "ωB97M-V with the def2-TZVPD basis set",
  "smiles": "N[C@H](CO)CCS",
  "relative_energy_kj_mol": 113.0,
  "e_homo_ev": -9.130,
  "gap_ev": 9.94,
  "elements": ["N", "C", "C", "O", "C", "C", "S", "H", "H", "H", "H", "H", "H", "H", "H", "H", "H", "H"],
  "positions_angstrom": [[-0.13, 0.56, -1.83], [0.31, -0.15, -0.62], [1.40, -1.23, -0.89], [2.44, -0.90, -1.81], [-0.79, -0.80, 0.21], [-1.72, 0.23, 0.87], [-0.84, 1.21, 2.12], [-0.58, -0.14, -2.42], [0.72, 0.79, -2.32], [0.85, 0.55, 0.02], [1.87, -1.53, 0.05], [0.91, -2.10, -1.34], [2.46, 0.05, -1.91], [-0.31, -1.51, 0.87], [-1.40, -1.32, -0.54], [-2.01, 0.93, 0.09], [-2.60, -0.21, 1.32], [-0.71, 0.25, 3.06]]
}

---

[4]
{
  "formula": "CH6N3",
  "method": "ωB97M-V with the def2-TZVPD basis set",
  "smiles": "NC(N)=[NH2+]",
  "charge": 1,
  "relative_energy_kj_mol": 29.5,
  "e_homo_ev": -16.059,
  "gap_ev": 12.54,
  "elements": ["N", "C", "N", "N", "H", "H", "H", "H", "H", "H"],
  "positions_angstrom": [[0.92, -0.62, 0.66], [0.04, 0.04, 0.00], [0.37, 0.89, -0.89], [-1.27, -0.15, 0.36], [1.99, -0.62, 0.71], [0.54, -1.34, 1.29], [1.40, 1.00, -1.03], [-0.35, 1.54, -1.21], [-1.46, -0.89, 0.91], [-1.96, 0.07, -0.38]]
}

---

[5]
{
  "formula": "C17H18BN7O3OsS",
  "method": "ωB97M-V with the def2-TZVPD basis set",
  "multiplicity": 5,
  "charge": 4,
  "e_homo_ev": [-22.126, -21.437],
  "gap_ev": [7.84, 4.21],
  "elements": ["C", "N", "N", "C", "C", "B", "N", "N", "C", "C", "C", "Os", "N", "N", "C", "C", "C", "H", "H", "H", "H", "H", "H", "H", "H", "H", "H", "H", "C", "H", "H", "H", "O", "C", "N", "S", "O", "O", "C", "C", "C", "C", "C", "C", "H", "H", "H", "H"],
  "positions_angstrom": [[-0.37, -1.46, -2.78], [-0.60, -0.29, -2.12], [-0.85, 0.70, -3.08], [-0.67, 0.16, -4.29], [-0.38, -1.19, -4.15], [-1.18, 2.15, -2.65], [-2.33, 2.09, -1.61], [-2.18, 1.24, -0.51], [-3.27, 1.42, 0.29], [-4.07, 2.42, -0.27], [-3.44, 2.81, -1.45], [-0.42, 0.23, -0.15], [0.06, 2.63, -1.85], [0.48, 1.90, -0.73], [1.54, 2.57, -0.20], [1.81, 3.69, -0.98], [0.87, 3.68, -2.00], [2.05, 2.18, 0.67], [0.72, 4.35, -2.83], [2.59, 4.40, -0.81], [-1.43, 2.87, -3.58], [-3.70, 3.56, -2.19], [-0.77, 0.79, -5.16], [-4.99, 2.81, 0.14], [-0.19, -1.90, -4.92], [-3.38, 0.86, 1.21], [-0.20, -2.38, -2.25], [-0.43, 1.02, 1.68], [-1.04, 0.28, 2.30], [-1.91, 0.81, 2.69], [-1.42, -0.58, 1.71], [-0.39, -0.13, 3.06], [2.47, 0.32, 1.46], [1.93, -0.78, 1.36], [0.93, -1.09, 0.41], [0.58, -2.83, 0.34], [-0.84, -3.01, 0.55], [1.22, -3.40, -0.82], [1.52, -3.10, 1.80], [1.55, -4.27, 2.56], [2.23, -4.24, 3.78], [2.87, -3.07, 4.22], [2.85, -1.92, 3.44], [2.18, -1.95, 2.21], [1.05, -5.16, 2.18], [2.25, -5.14, 4.40], [3.37, -3.06, 5.19], [3.33, -0.99, 3.74]]
}

---

[6]
{
  "formula": "C23H40Br14I2N2",
  "method": "ωB97M-V with the def2-TZVPD basis set",
  "e_homo_ev": -9.449,
  "gap_ev": 8.88,
  "elements": ["C", "C", "C", "C", "I", "C", "N", "C", "I", "C", "N", "C", "C", "H", "H", "H", "H", "H", "H", "H", "H", "H", "H", "H", "H", "Br", "C", "C", "Br", "H", "H", "H", "H", "Br", "C", "C", "Br", "H", "H", "H", "H", "Br", "C", "C", "Br", "H", "H", "H", "H", "Br", "C", "C", "Br", "H", "H", "H", "H", "Br", "C", "C", "Br", "H", "H", "H", "H", "Br", "C", "C", "Br", "H", "H", "H", "H", "Br", "C", "C", "Br", "H", "H", "H", "H"],
  "positions_angstrom": [[-3.24, -0.16, 3.40], [-3.95, 0.95, 2.47], [-3.45, 1.00, 0.95], [-1.88, 1.21, 0.72], [-1.70, 1.64, -1.46], [-1.03, -0.15, 0.90], [-0.26, -1.07, 1.07], [-1.21, 2.50, 1.44], [-2.47, 4.22, 1.05], [0.15, 2.79, 0.57], [1.18, 3.08, 0.00], [-0.69, 2.30, 2.94], [-1.60, 2.81, 4.14], [-3.84, -0.18, 4.40], [-2.16, 0.06, 3.69], [-3.39, -1.21, 2.94], [-5.08, 0.66, 2.43], [-3.92, 2.02, 2.88], [-3.71, -0.04, 0.49], [-4.09, 1.74, 0.33], [0.32, 2.87, 3.02], [-0.41, 1.20, 3.18], [-0.96, 3.52, 4.80], [-2.57, 3.35, 3.90], [-1.85, 1.91, 4.83], [-1.81, -4.17, -2.47], [-0.22, -3.74, -1.43], [0.84, -3.08, -2.29], [1.76, -4.39, -3.40], [0.12, -4.67, -0.97], [-0.56, -3.05, -0.65], [1.62, -2.64, -1.66], [0.44, -2.32, -2.96], [0.46, -0.19, -4.87], [2.05, 0.24, -3.83], [3.10, 0.90, -4.68], [4.02, -0.41, -5.80], [2.38, -0.69, -3.37], [1.70, 0.92, -3.05], [3.88, 1.34, -4.06], [2.70, 1.66, -5.35], [1.81, 4.84, 3.75], [2.48, 5.48, 5.46], [1.65, 4.95, 6.60], [-0.04, 5.91, 6.75], [2.50, 6.57, 5.41], [3.50, 5.11, 5.53], [2.15, 5.12, 7.56], [1.41, 3.89, 6.51], [-3.29, 4.58, -4.05], [-2.28, 4.19, -5.66], [-1.39, 2.98, -5.47], [0.19, 3.43, -4.43], [-1.73, 5.09, -5.93], [-3.03, 3.99, -6.43], [-1.01, 2.63, -6.43], [-1.89, 2.16, -4.95], [5.65, -2.59, 2.41], [4.24, -3.49, 1.41], [4.39, -3.25, -0.07], [3.79, -1.47, -0.57], [3.29, -3.13, 1.81], [4.35, -4.54, 1.65], [3.75, -3.94, -0.63], [5.41, -3.36, -0.42], [2.42, -6.11, 2.68], [3.22, -5.45, 4.33], [2.16, -5.11, 5.35], [1.30, -3.41, 4.93], [3.85, -4.60, 4.06], [3.85, -6.27, 4.69], [2.61, -4.97, 6.34], [1.37, -5.86, 5.42], [-1.93, -1.39, -8.04], [-2.65, -2.05, -6.35], [-4.15, -2.24, -6.43], [-5.09, -0.54, -6.32], [-2.35, -1.34, -5.58], [-2.15, -3.00, -6.18], [-4.51, -2.82, -5.58], [-4.47, -2.72, -7.36]]
}

---

[7]
{
  "formula": "C5H6O",
  "method": "ωB97M-V with the def2-TZVPD basis set",
  "smiles": "CCC#CC=O",
  "relative_energy_kj_mol": 338.2,
  "e_homo_ev": -9.965,
  "gap_ev": 10.08,
  "elements": ["C", "C", "C", "C", "C", "O", "H", "H", "H", "H", "H", "H"],
  "positions_angstrom": [[0.50, 0.18, 1.08], [1.06, 1.13, -0.01], [0.27, 0.64, -1.17], [-0.45, -0.35, -1.13], [-1.52, -1.28, -0.93], [-1.80, -1.87, 0.09], [-0.51, 0.53, 1.36], [0.43, -0.79, 0.58], [1.08, -0.01, 1.97], [2.13, 0.97, -0.18], [0.92, 2.20, 0.18], [-2.12, -1.35, -1.85]]
}

---

[8]
{
  "formula": "C4H13N",
  "method": "ωB97M-V with the def2-TZVPD basis set",
  "smiles": "CNC.CC",
  "relative_energy_kj_mol": 211.9,
  "e_homo_ev": -9.274,
  "gap_ev": 10.46,
  "elements": ["C", "N", "C", "H", "H", "H", "H", "H", "H", "H", "C", "C", "H", "H", "H", "H", "H", "H"],
  "positions_angstrom": [[-0.36, -1.87, -5.12], [-0.18, -0.69, -4.09], [0.80, 0.37, -4.60], [-0.83, -1.64, -6.15], [-1.08, -2.67, -4.80], [0.50, -2.62, -5.26], [-1.11, -0.24, -4.14], [0.60, 0.60, -5.72], [0.49, 1.29, -4.06], [1.81, 0.21, -4.29], [-0.43, 1.52, 5.55], [0.39, 0.41, 6.46], [0.24, 2.01, 4.78], [-1.31, 1.12, 5.08], [-0.91, 2.12, 6.32], [0.98, -0.39, 5.94], [-0.44, -0.38, 6.64], [0.83, 0.85, 7.46]]
}

---

[9]
{
  "formula": "C7H8NO2",
  "method": "ωB97M-V with the def2-TZVPD basis set",
  "charge": -1,
  "relative_energy_kj_mol": 156.4,
  "e_homo_ev": -2.269,
  "gap_ev": 6.13,
  "elements": ["C", "C", "C", "C", "C", "C", "C", "N", "O", "O", "H", "H", "H", "H", "H", "H", "H", "H"],
  "positions_angstrom": [[-1.00, 0.06, -0.22], [-0.63, -1.19, 0.36], [-2.29, 0.47, -0.53], [1.11, 0.63, -0.13], [0.65, -1.46, 0.74], [-2.65, 1.72, -1.07], [3.02, -0.58, 0.74], [1.58, -0.36, 0.60], [1.63, 1.56, -0.64], [1.02, -2.51, 1.31], [-2.91, -0.32, -0.16], [-1.35, -1.98, 0.38], [-1.92, 2.12, -1.81], [-2.84, 2.46, -0.31], [-3.54, 1.55, -1.54], [3.69, -0.63, -0.20], [3.40, 0.18, 1.42], [3.03, -1.69, 1.06]]
}

---

[10]
{
  "formula": "C3H3NO4",
  "method": "ωB97M-V with the def2-TZVPD basis set",
  "smiles": "O=c1c(O)con1O",
  "relative_energy_kj_mol": 684.4,
  "e_homo_ev": -9.444,
  "gap_ev": 9.44,
  "elements": ["O", "C", "C", "O", "C", "O", "N", "O", "H", "H", "H"],
  "positions_angstrom": [[-0.07, 2.11, -0.47], [0.10, 0.91, -0.36], [-0.93, -0.11, -0.19], [-2.32, 0.00, 0.03], [-0.39, -1.25, -0.29], [1.00, -1.06, -0.58], [1.17, 0.18, -0.48], [2.30, 0.29, 0.28], [-2.35, 0.94, 0.79], [-0.68, -2.23, 0.05], [2.16, 0.22, 1.22]]
}

---

[11]
{
  "formula": "C2H8FeO10",
  "method": "ωB97M-V with the def2-TZVPD basis set",
  "multiplicity": 7,
  "e_homo_ev": [-8.151, -7.686],
  "gap_ev": [7.42, 6.93],
  "elements": ["Fe", "C", "O", "O", "O", "C", "O", "O", "O", "O", "H", "H", "O", "H", "H", "O", "H", "H", "O", "H", "H"],
  "positions_angstrom": [[0.07, 0.16, 0.27], [0.09, -2.01, -1.99], [-0.13, -1.47, -0.89], [-0.45, -2.99, -2.54], [0.94, -1.33, -2.60], [2.65, 1.01, -0.21], [2.04, 0.34, 0.65], [3.39, 0.51, -0.97], [1.68, 0.94, -0.96], [0.20, -1.01, 1.95], [-0.42, -1.59, 2.40], [1.06, -1.39, 2.15], [-0.25, 1.87, 1.48], [0.13, 1.94, 2.35], [-0.80, 2.65, 1.40], [-2.04, -0.39, 0.67], [-2.17, -1.09, 1.31], [-2.91, -0.23, 0.31], [-1.00, 1.18, -1.25], [-0.61, 2.02, -1.50], [-1.46, 0.88, -2.03]]
}

---

[12]
{
  "formula": "C40H53AsN3O2Si2Sn",
  "method": "ωB97M-V with the def2-TZVPD basis set",
  "charge": 1,
  "relative_energy_kj_mol": 0.0,
  "e_homo_ev": [-10.512, -10.067],
  "gap_ev": [6.50, 5.21],
  "elements": ["Sn", "C", "Si", "C", "C", "C", "C", "C", "C", "C", "C", "N", "Si", "C", "C", "C", "H", "H", "H", "H", "H", "H", "H", "H", "H", "H", "H", "H", "H", "H", "H", "H", "H", "H", "H", "H", "H", "H", "O", "C", "C", "C", "C", "O", "N", "H", "H", "H", "H", "C", "C", "C", "C", "C", "C", "As", "N", "C", "C", "C", "C", "C", "C", "C", "C", "C", "C", "C", "C", "C", "C", "C", "C", "C", "C", "H", "H", "H", "H", "H", "H", "H", "H", "H", "H", "H", "H", "H", "H", "H", "H", "H", "H", "H", "H", "H", "H", "H", "H", "H", "H", "H"],
  "positions_angstrom": [[-1.20, 1.23, 0.27], [-2.78, 4.59, -0.75], [-0.97, 4.66, -0.29], [-0.47, 6.43, 0.04], [0.11, 4.02, -1.66], [-0.70, 3.62, 1.27], [0.68, 3.08, 1.39], [1.68, 3.71, 2.13], [2.97, 3.19, 2.11], [3.24, 2.05, 1.36], [2.20, 1.45, 0.69], [0.96, 1.96, 0.69], [-1.65, 3.95, 2.87], [-1.65, 5.77, 3.29], [-0.83, 3.03, 4.27], [-3.43, 3.42, 2.63], [-2.97, 5.11, -1.69], [-3.39, 5.06, 0.03], [-3.13, 3.56, -0.86], [-0.55, 7.00, -0.88], [0.56, 6.49, 0.39], [-1.11, 6.90, 0.79], [-0.01, 4.64, -2.56], [-0.12, 2.98, -1.94], [1.17, 4.05, -1.37], [1.45, 4.60, 2.70], [3.75, 3.68, 2.67], [4.23, 1.63, 1.33], [2.35, 0.55, 0.12], [-0.65, 6.20, 3.32], [-2.11, 5.90, 4.27], [-2.25, 6.33, 2.57], [-0.08, 3.65, 4.76], [-0.32, 2.12, 3.93], [-1.56, 2.74, 5.03], [-4.01, 4.25, 2.22], [-3.88, 3.16, 3.60], [-3.54, 2.56, 1.97], [-3.16, 0.20, 1.71], [-2.25, -0.05, 2.50], [-2.35, -0.66, 3.88], [-0.89, -0.74, 4.33], [-0.08, -0.18, 3.17], [1.12, -0.09, 3.11], [-0.96, 0.22, 2.16], [-2.84, -1.63, 3.81], [-2.97, -0.02, 4.50], [-0.55, -1.76, 4.53], [-0.68, -0.15, 5.22], [5.91, -0.86, -3.55], [4.63, -0.98, -2.77], [4.58, -1.65, -1.55], [3.40, -1.79, -0.84], [3.42, -2.52, 0.48], [2.22, -1.25, -1.38], [0.66, -1.71, -0.30], [-0.76, -0.73, -0.99], [-1.79, -1.23, -1.73], [-3.08, -0.63, -1.68], [-4.06, -1.02, -2.56], [-3.82, -2.01, -3.51], [-2.57, -2.63, -3.56], [-1.57, -2.26, -2.69], [0.24, -3.60, -0.63], [-0.67, -4.15, 0.30], [-1.24, -3.35, 1.45], [-1.08, -5.47, 0.16], [-0.61, -6.28, -0.86], [-1.08, -7.70, -1.01], [0.30, -5.73, -1.75], [0.74, -4.42, -1.66], [1.74, -3.97, -2.70], [2.24, -0.51, -2.56], [1.04, 0.19, -3.17], [3.45, -0.41, -3.24], [6.75, -1.29, -3.01], [6.14, 0.19, -3.75], [5.82, -1.36, -4.52], [5.49, -2.08, -1.15], [4.44, -2.77, 0.76], [2.85, -3.45, 0.44], [2.99, -1.91, 1.29], [-3.32, 0.09, -0.91], [-5.04, -0.55, -2.50], [-4.61, -2.31, -4.19], [-2.37, -3.40, -4.30], [-0.60, -2.71, -2.77], [-0.45, -2.89, 2.04], [-1.81, -4.01, 2.11], [-1.91, -2.57, 1.10], [-1.78, -5.88, 0.88], [-1.87, -7.94, -0.30], [-0.25, -8.40, -0.85], [-1.46, -7.88, -2.02], [0.68, -6.35, -2.56], [1.69, -4.63, -3.57], [2.76, -4.01, -2.31], [1.57, -2.95, -3.05], [0.44, 0.69, -2.41], [0.39, -0.51, -3.70], [1.37, 0.94, -3.88], [3.47, 0.14, -4.18]]
}

---

Calculated max |F|, 0.074 0.318 0.039 0.104 0.065 0.130 0.027 0.064 0.122 0.167 0.333 0.010 hartree/bohr (same order as the records).